w | Here is 2 unconnected molecules or ions with the total composition CH3FOS from the OMol25 dataset. Energies are from wB97M-V/def2-TZVPD.

The geometry in ORCA input format:
```
! RIJCOSX wB97M-V def2-TZVPD def2/J DEFGRID3
* xyz 0 1
C 0.24 -1.05 0.48
O -1.42 2.09 -0.95
F 0.56 -1.35 -0.81
S -0.55 1.45 -0.02
H -0.53 -1.60 0.87
H 1.01 -0.69 1.06
H 0.68 1.16 -0.64
*
```

Properties
* E_HOMO (spin up / spin down): -8.95 / -8.95 eV
* LUMO level (spin up / spin down): -0.79 / -0.15 eV
* M: 82.099 g/mol
* HOMO-LUMO gap (spin up / spin down): 8.166 / 8.800 eV

Results of the natural (NBO) charge analysis, in e, for atoms 1 through 4: number 1, C, carries 0.06; number 2, O, carries -0.84; number 3, F, carries -0.34; number 4, S, carries 0.82

x | Here is 2 unconnected molecules or ions with the total composition CH3FOS from the OMol25 dataset. Energies are from wB97M-V/def2-TZVPD.

The geometry in ORCA input format:
```
! RIJCOSX wB97M-V def2-TZVPD def2/J DEFGRID3
* xyz 0 1
C -0.29 -0.07 -0.09
O -2.37 1.50 0.61
F -2.52 -1.74 0.15
S -1.89 0.70 -0.49
H 0.11 -0.47 -1.09
H -0.53 -0.90 0.73
H 0.39 0.62 0.49
*
```

Properties
* E_HOMO (spin up / spin down): -11.50 / -10.03 eV
* LUMO level (spin up / spin down): -2.52 / -2.96 eV
* M: 82.099 g/mol
* HOMO-LUMO gap (spin up / spin down): 8.982 / 7.068 eV

Results of the natural (NBO) charge analysis, in e, for atoms 1 through 4: number 1, C, carries -0.91; number 2, O, carries -0.73; number 3, F, carries -0.59; number 4, S, carries 1.37

Most favorable structure: x. The second most favorable one is 0.0110 hartree above it.

w | Here is 2 unconnected molecules or ions with the total composition C3H4BrN from the OMol25 dataset. Energies are from wB97M-V/def2-TZVPD.

The geometry in ORCA input format:
```
! RIJCOSX wB97M-V def2-TZVPD def2/J DEFGRID3
* xyz 0 1
C 0.08 -1.51 -0.30
C 1.19 -1.16 0.36
Br 2.24 0.44 0.07
H -0.17 -0.98 -1.19
H -0.46 -2.44 0.10
H 1.60 -1.72 1.18
C -0.56 1.72 -0.68
N -0.24 2.82 -0.70
H -0.73 0.64 -0.68
*
```

Properties
* E_HOMO: -10.11 eV
* LUMO level: 0.82 eV
* M: 133.976 g/mol
* HOMO-LUMO gap: 10.932 eV

Results of the natural (NBO) charge analysis, in e, for atoms 1 through 4: number 1, C, carries -0.46; number 2, C, carries -0.23; number 3, Br, carries 0.05; number 4, H, carries 0.20

x | Here is C3H4BrN in the gas phase from the OMol25 dataset. Energies are from wB97M-V/def2-TZVPD.

The geometry in ORCA input format:
```
! RIJCOSX wB97M-V def2-TZVPD def2/J DEFGRID3
* xyz 0 1
C -1.82 0.79 0.07
C -0.78 0.20 0.16
C 0.47 -0.49 0.21
N 1.59 0.51 -0.35
Br 3.26 -0.32 -0.45
H -2.74 1.29 0.03
H 0.46 -1.41 -0.37
H 0.78 -0.69 1.24
H 1.31 0.72 -1.31
*
```

Properties
* E_HOMO: -9.43 eV
* LUMO level: 0.43 eV
* M: 133.976 g/mol
* HOMO-LUMO gap: 9.862 eV

Results of the natural (NBO) charge analysis, in e, for atoms 1 through 4: number 1, C, carries -0.19; number 2, C, carries -0.04; number 3, C, carries -0.31; number 4, N, carries -0.66

y | Here is 2 unconnected molecules or ions with the total composition C3H4BrN from the OMol25 dataset. Energies are from wB97M-V/def2-TZVPD.

The geometry in ORCA input format:
```
! RIJCOSX wB97M-V def2-TZVPD def2/J DEFGRID3
* xyz 0 1
C 0.72 0.33 -0.93
C -1.13 0.16 0.02
C 0.36 0.32 0.45
N -0.50 0.17 -1.35
Br 1.03 1.07 2.03
H 1.59 -0.02 -1.43
H -1.72 -0.78 -0.04
H -1.71 0.90 0.45
H 1.35 -2.15 0.81
*
```

Properties
* E_HOMO (spin up / spin down): -8.49 / -10.11 eV
* LUMO level (spin up / spin down): -0.44 / -0.72 eV
* M: 133.976 g/mol
* HOMO-LUMO gap (spin up / spin down): 8.050 / 9.388 eV

Results of the natural (NBO) charge analysis, in e, for atoms 1 through 4: number 1, C, carries -0.05; number 2, C, carries -0.31; number 3, C, carries -0.09; number 4, N, carries -0.30

Most favorable structure: w. The second most favorable one is 0.0404 hartree above it.

w | Here is C5H7FN2 in the gas phase from the OMol25 dataset. Energies are from wB97M-V/def2-TZVPD.

The geometry in ORCA input format:
```
! RIJCOSX wB97M-V def2-TZVPD def2/J DEFGRID3
* xyz 0 1
F -3.33 0.01 -0.15
C -1.98 0.08 -0.52
C -1.11 -0.16 0.69
C 0.34 -0.06 0.34
C 1.13 1.10 0.15
N 2.38 0.81 -0.19
N 2.40 -0.53 -0.25
C 1.22 -1.10 0.05
H -1.83 -0.66 -1.32
H -1.82 1.08 -0.92
H -1.36 -1.13 1.09
H -1.38 0.59 1.47
H 0.83 2.11 0.30
H 3.27 -0.99 -0.51
H 1.09 -2.19 0.05
*
```

Properties
* E_HOMO: -9.36 eV
* LUMO level: 0.91 eV
* M: 114.123 g/mol
* HOMO-LUMO gap: 10.266 eV

Results of the natural (NBO) charge analysis, in e, for atoms 1 through 4: number 1, F, carries -0.37; number 2, C, carries 0.07; number 3, C, carries -0.45; number 4, C, carries -0.15

x | Here is C5H7FN2 in the gas phase from the OMol25 dataset. Energies are from wB97M-V/def2-TZVPD.

The geometry in ORCA input format:
```
! RIJCOSX wB97M-V def2-TZVPD def2/J DEFGRID3
* xyz 0 1
F 3.81 0.07 0.00
C 2.52 0.55 -0.01
C 1.50 -0.30 -0.04
N 0.16 0.00 -0.02
C -0.43 1.25 0.00
N -1.72 1.27 -0.01
C -2.16 -0.14 -0.02
C -0.88 -1.01 0.00
H 2.46 1.65 0.03
H 1.72 -1.35 0.05
H 0.24 2.07 0.00
H -2.75 -0.40 -0.91
H -2.78 -0.34 0.87
H -0.83 -1.68 -0.86
H -0.86 -1.64 0.92
*
```

Properties
* E_HOMO: -8.08 eV
* LUMO level: 0.88 eV
* M: 114.123 g/mol
* HOMO-LUMO gap: 8.966 eV

Results of the natural (NBO) charge analysis, in e, for atoms 1 through 4: number 1, F, carries -0.35; number 2, C, carries 0.14; number 3, C, carries -0.07; number 4, N, carries -0.43

y | Here is C5H7FN2 in the gas phase from the OMol25 dataset. Energies are from wB97M-V/def2-TZVPD.

The geometry in ORCA input format:
```
! RIJCOSX wB97M-V def2-TZVPD def2/J DEFGRID3
* xyz 0 1
C 0.11 2.19 -0.25
C 0.69 1.08 -0.38
C 1.30 -0.18 -0.22
F 2.44 -0.11 0.48
C 0.33 -1.29 0.21
N -0.89 -1.24 -0.39
N -1.80 -0.31 -0.29
C -2.33 0.34 0.66
H -0.21 3.31 -0.14
H 1.59 -0.62 -1.13
H 0.20 -1.37 1.27
H 0.73 -2.37 -0.13
H -0.96 -1.43 -1.50
H -3.34 0.90 0.48
H -1.72 0.63 1.54
*
```

Properties
* E_HOMO: -8.64 eV
* LUMO level: 0.86 eV
* M: 114.123 g/mol
* HOMO-LUMO gap: 9.504 eV

Results of the natural (NBO) charge analysis, in e, for atoms 1 through 4: number 1, C, carries -0.20; number 2, C, carries -0.07; number 3, C, carries 0.09; number 4, F, carries -0.33

Most favorable structure: w. The second most favorable one is 0.0362 hartree above it.

w | Here is a molecular structure, C7H13N5O2 from the OMol25 dataset. Energies are from wB97M-V/def2-TZVPD.

The geometry in ORCA input format:
```
! RIJCOSX wB97M-V def2-TZVPD def2/J DEFGRID3
* xyz 2 1
C -0.45 -2.25 0.21
C 0.53 0.89 2.51
C -2.01 -0.46 0.31
C -0.43 0.77 0.46
C 0.81 -0.21 0.48
C -0.44 1.41 -1.86
C 2.95 -0.47 -0.63
N 0.61 -1.61 0.34
N -1.75 -1.74 0.19
N -0.48 1.33 1.77
N 1.25 -0.01 1.92
N -3.17 0.10 0.25
O -0.66 1.68 -0.47
O 1.73 0.27 -0.39
H -0.37 -3.33 0.09
H 0.71 1.25 3.52
H 0.60 1.61 -2.13
H -1.09 2.11 -2.39
H -0.70 0.39 -2.11
H 3.04 -0.59 -1.70
H 2.92 -1.45 -0.15
H 3.78 0.13 -0.26
H -2.51 -2.42 0.06
H -1.03 2.15 1.99
H 2.07 -0.47 2.29
H -3.28 1.11 0.30
H -4.03 -0.43 0.10
*
```

Properties
* E_HOMO: -17.82 eV
* LUMO level: -7.64 eV
* M: 199.214 g/mol
* HOMO-LUMO gap: 10.178 eV

Results of the natural (NBO) charge analysis, in e, for atoms 1 through 4: number 1, C, carries 0.35; number 2, C, carries 0.42; number 3, C, carries 0.49; number 4, C, carries 0.53

x | Here is a gas-phase ion, C7H13N5O2 (charge +2) from the OMol25 dataset. Energies are from wB97M-V/def2-TZVPD.

The geometry in ORCA input format:
```
! RIJCOSX wB97M-V def2-TZVPD def2/J DEFGRID3
* xyz 2 1
C -2.93 2.86 2.47
N -2.90 1.36 2.40
C -2.23 0.83 1.19
O -3.01 0.70 0.10
C -0.87 0.77 1.14
C 0.00 0.08 0.16
C 1.22 -0.50 0.35
N 1.78 -0.79 -0.85
C 2.83 -1.50 -1.20
C 3.18 -2.07 -2.47
N 4.18 -2.92 -2.57
O 2.35 -2.08 -3.50
N 0.68 -0.39 -1.94
N -0.20 0.21 -1.15
H -2.05 3.28 2.91
H -2.64 3.25 1.48
H -3.77 3.23 2.92
H -3.88 0.82 2.34
H -2.60 1.06 3.26
H -3.87 0.23 0.22
H -0.43 0.79 2.03
H 1.71 -0.56 1.34
H 3.36 -1.85 -0.40
H 4.71 -3.14 -1.72
H 4.42 -3.27 -3.51
H 1.81 -1.31 -3.55
H -0.85 0.90 -1.45
*
```

Properties
* E_HOMO (spin up / spin down): -14.20 / -14.20 eV
* LUMO level (spin up / spin down): -7.07 / -7.08 eV
* M: 199.214 g/mol
* HOMO-LUMO gap (spin up / spin down): 7.129 / 7.125 eV

Results of the natural (NBO) charge analysis, in e, for atoms 1 through 4: number 1, C, carries -0.43; number 2, N, carries -0.53; number 3, C, carries 0.47; number 4, O, carries -0.66

Most favorable structure: w. The second most favorable one is 0.1003 hartree above it.